# C9H19N3O

An isolated ion of composition C9H19N3O and charge +2 (ωB97M-V/def2-TZVPD, OMol25).

The SMILES is C=C1[NH2+][C@@H](O)N(CC(C)(C)C)C1=[NH2+]. The orbital gap is 10.0716 eV. The energy relative to the best compared isomer or geometry (same formula, charge and spin) comes out at 17.2 kcal/mol. As for the charge: +2.

Atoms and positions in Å:
C 4.218 -0.579 0.641
C 3.174 0.012 0.255
N 2.941 1.354 -0.185
C 1.349 1.635 -0.473
O 1.298 2.277 -1.649
N 0.779 0.249 -0.520
C -0.593 0.074 -1.021
C -1.711 -0.379 0.079
C -2.998 0.207 -0.575
C -1.972 -1.798 0.331
C -1.428 0.507 1.334
C 1.576 -0.686 -0.255
N 1.515 -2.000 -0.101
H 5.131 0.002 0.891
H 4.266 -1.683 0.861
H 3.168 2.087 0.499
H 3.361 1.466 -1.142
H 0.876 2.144 0.450
H 1.173 3.150 -1.509
H -0.906 1.090 -1.357
H -0.481 -0.567 -1.853
H -2.942 1.291 -0.751
H -3.403 -0.345 -1.382
H -3.708 0.069 0.300
H -1.665 -2.237 1.242
H -3.014 -1.975 0.179
H -1.484 -2.493 -0.395
H -0.551 0.262 2.017
H -2.307 0.569 2.003
H -1.139 1.514 1.032
H 2.382 -2.543 -0.167
H 0.703 -2.583 -0.399

=====

# C4H8O3

C4H8O3 in the gas phase (ωB97M-V/def2-TZVPD, OMol25).

The SMILES is CC[C@@H](O)C(=O)O. The orbital gap is 11.3308 eV. The energy relative to the best compared isomer or geometry (same formula, charge and spin) comes out at 29.3 kcal/mol.

Atoms and positions in Å:
C 1.421 0.729 -0.540
C -0.184 0.655 -0.756
C -1.120 -0.124 0.260
O -2.195 -0.787 -0.346
C -0.173 -1.076 0.929
O -0.118 -2.257 0.706
O 0.684 -0.419 1.726
H 1.905 -0.194 -0.174
H 1.820 1.510 0.135
H 1.890 0.917 -1.508
H -0.659 1.635 -0.921
H -0.336 0.099 -1.683
H -1.547 0.536 1.032
H -1.997 -1.739 -0.307
H 0.611 0.513 1.447

=====

# C3H4O4

C3H4O4 as an isolated structure (ωB97M-V/def2-TZVPD, OMol25).

The orbital gap is 9.2938 eV. The energy relative to the best compared isomer or geometry (same formula, charge and spin) comes out at 137.1 kcal/mol.

Atoms and positions in Å:
C -0.316 0.570 0.656
C 1.804 0.014 -0.228
C -1.560 0.295 1.013
O 0.126 0.127 -0.819
O 0.801 0.925 1.110
O -0.402 -1.120 -1.309
O 2.648 0.616 -0.755
H -0.718 -0.849 -2.186
H 1.749 -0.990 0.191
H -2.262 -0.115 0.307
H -1.870 0.528 2.020

=====

# C2H2N2O4

C2H2N2O4 in the gas phase (ωB97M-V/def2-TZVPD, OMol25).

The SMILES is O=c1oc(O)nn1O. The orbital gap is 9.7215 eV. The energy relative to the best compared isomer or geometry (same formula, charge and spin) comes out at 33.6 kcal/mol.

Atoms and positions in Å:
O 1.507 1.602 0.048
C 0.712 0.728 -0.098
O -0.648 1.063 0.019
C -1.255 -0.112 -0.046
O -2.452 -0.230 0.219
N -0.484 -1.161 -0.184
N 0.782 -0.626 -0.387
O 1.822 -1.178 0.375
H -2.841 0.575 -0.170
H 2.187 -1.815 -0.263

=====

# C15H14F2N6O2S2Tc

C15H14F2N6O2S2Tc as an isolated structure (ωB97M-V/def2-TZVPD, OMol25).

The orbital gap (spin up / spin down) is 4.6380 / 5.2448 eV. The energy relative to the best compared isomer or geometry (same formula, charge and spin) comes out at 34.3 kcal/mol. As for the charge: +2. As for the spin multiplicity: 2.

Atoms and positions in Å:
Tc -0.281 0.460 -0.319
N -0.380 8.461 -1.344
C -0.674 7.152 -1.320
C -1.082 6.536 -0.111
C -1.301 5.193 -0.060
C -1.151 4.432 -1.239
C -0.789 5.030 -2.460
C -0.575 6.376 -2.497
S -1.018 2.777 -1.108
O -0.956 2.102 -2.392
O -1.901 2.060 -0.145
N 0.411 2.393 -0.315
C 1.564 2.032 -1.021
N 2.441 2.831 -1.563
C 3.482 2.219 -2.140
C 3.635 0.831 -2.178
C 2.655 0.062 -1.609
N 1.614 0.681 -1.021
H -0.425 9.020 -0.510
H -0.077 8.911 -2.189
H -1.213 7.141 0.777
H -1.602 4.722 0.868
H -0.703 4.432 -3.359
H -0.323 6.858 -3.433
H 4.221 2.867 -2.596
H 4.496 0.370 -2.641
H 2.673 -1.020 -1.612
S -0.865 -1.790 -0.520
C -1.841 -2.113 0.909
N -1.574 -3.219 1.639
C -2.268 -3.518 2.756
C -3.281 -2.688 3.140
C -3.545 -1.595 2.321
N -2.828 -1.311 1.228
H -0.839 -3.842 1.324
H -1.981 -4.414 3.288
H -3.855 -2.888 4.032
H -4.364 -0.919 2.542
F -0.810 0.047 2.364
C 0.343 0.145 1.647
F 1.017 1.206 2.115
H 0.942 -0.745 1.816

=====

# C30H54O18

A 9-piece molecular cluster, C30H54O18 overall (ωB97M-V/def2-TZVPD, OMol25).

The SMILES is O=C1CCCO1.O=C1CCCO1.O=C1CCCO1.O=C1CCCO1.O=C1CCCO1.O=C1CCCO1.OCCO.OCCO.OCCO. The orbital gap is 10.2564 eV.

Atoms and positions in Å:
O -0.521 -1.910 -3.097
C -0.113 -1.334 -4.037
C -0.469 0.121 -4.466
C 0.651 0.343 -5.487
C 0.964 -1.026 -6.061
O 0.706 -1.881 -4.946
H -1.502 -0.054 -4.886
H -0.399 0.702 -3.534
H 0.453 0.965 -6.350
H 1.484 0.835 -4.991
H 0.261 -1.225 -6.805
H 1.980 -1.132 -6.416
O -2.929 3.061 -3.152
C -2.320 3.554 -2.253
C -2.874 4.388 -1.060
C -1.888 3.902 -0.011
C -0.606 3.657 -0.778
O -0.984 3.367 -2.138
H -2.714 5.441 -1.423
H -3.930 4.166 -0.854
H -1.734 4.563 0.827
H -2.214 2.954 0.419
H 0.129 4.438 -0.878
H -0.058 2.801 -0.367
O 2.267 -0.392 -2.019
C 2.850 -0.749 -1.022
C 3.645 -1.995 -0.826
C 3.923 -1.967 0.631
C 3.879 -0.506 0.970
O 2.858 0.012 0.070
H 3.089 -2.898 -1.149
H 4.516 -1.932 -1.463
H 3.042 -2.416 1.076
H 4.869 -2.365 0.948
H 3.534 -0.319 1.963
H 4.746 0.121 0.812
O -1.873 2.750 6.849
C -1.083 2.872 5.955
C -1.315 2.838 4.411
C -0.059 3.627 3.824
C 0.978 3.459 4.975
O 0.230 3.197 6.203
H -1.384 1.786 4.105
H -2.270 3.189 4.081
H 0.278 3.211 2.882
H -0.362 4.717 3.732
H 1.670 2.622 4.768
H 1.561 4.392 5.162
O -2.019 -1.146 4.080
C -1.057 -1.173 4.830
C -0.043 -2.285 5.074
C 0.575 -1.876 6.386
C 0.480 -0.301 6.358
O -0.736 -0.098 5.600
H -0.507 -3.309 5.099
H 0.696 -2.271 4.204
H 0.010 -2.277 7.279
H 1.619 -2.215 6.494
H 0.353 0.212 7.319
H 1.365 0.128 5.794
O 0.638 0.092 2.675
C -0.139 -0.298 1.840
C -1.493 0.221 1.424
C -2.105 -0.973 0.645
C -0.900 -1.619 0.094
O 0.187 -1.374 1.076
H -2.027 0.625 2.346
H -1.256 1.023 0.750
H -2.584 -1.644 1.349
H -2.799 -0.658 -0.160
H -0.998 -2.708 -0.032
H -0.591 -1.150 -0.839
O -3.153 -3.056 -1.834
C -4.189 -2.064 -2.143
C -5.191 -2.511 -3.156
O -4.840 -2.273 -4.523
H -2.499 -3.049 -2.534
H -4.799 -2.024 -1.208
H -3.812 -1.056 -2.376
H -6.130 -1.952 -3.058
H -5.469 -3.585 -3.079
H -4.407 -2.928 -5.092
O 0.365 -4.846 1.581
C 0.301 -5.678 0.426
C -0.209 -5.116 -0.856
O 0.694 -4.201 -1.453
H 0.295 -3.960 1.293
H 1.356 -6.034 0.278
H -0.361 -6.500 0.623
H -1.222 -4.653 -0.760
H -0.332 -5.997 -1.450
H 0.213 -3.471 -1.817
O 3.167 5.097 -3.877
C 4.174 4.220 -3.363
C 3.489 2.854 -3.345
O 2.522 2.728 -2.339
H 3.462 5.996 -3.911
H 5.049 4.085 -3.978
H 4.486 4.470 -2.336
H 4.078 1.946 -3.267
H 2.937 2.865 -4.331
H 2.392 1.824 -1.993

=====

# C10H22BBrNO

An isolated ion of composition C10H22BBrNO and charge -1 (ωB97M-V/def2-TZVPD, OMol25).

The orbital gap is 8.2981 eV. As for the charge: -1.

Atoms and positions in Å:
C -3.021 -0.691 -1.923
O -2.903 0.672 -2.264
C -2.849 1.547 -1.142
C -1.608 1.383 -0.278
C -0.271 1.520 -1.019
B 1.014 0.741 -0.357
C 0.761 -0.903 -0.481
C 1.990 -1.765 -0.431
C 2.277 -2.678 -1.608
N 2.824 -1.816 0.533
C 1.329 1.296 1.185
C 0.452 0.741 2.307
C 1.141 -0.172 3.326
Br -0.476 2.217 3.322
H -3.796 -1.149 -2.547
H -2.074 -1.218 -2.084
H -3.302 -0.823 -0.872
H -3.760 1.403 -0.536
H -2.883 2.554 -1.567
H -1.678 2.143 0.510
H -1.668 0.417 0.243
H -0.018 2.589 -1.089
H -0.411 1.173 -2.052
H 2.010 1.011 -1.041
H 0.262 -1.074 -1.443
H 0.059 -1.288 0.277
H 1.706 -2.397 -2.493
H 3.343 -2.664 -1.838
H 2.010 -3.704 -1.339
H 2.530 -1.171 1.261
H 2.378 1.112 1.456
H 1.231 2.385 1.161
H -0.413 0.227 1.897
H 2.227 -0.092 3.237
H 0.866 -1.215 3.149
H 0.872 0.073 4.352

=====

# C37H58AsCl2CsN8O4PS2Si2

C37H58AsCl2CsN8O4PS2Si2 as an isolated structure (ωB97M-V/def2-TZVPD, OMol25).

The orbital gap is 5.5385 eV. The energy relative to the best compared isomer or geometry (same formula, charge and spin) comes out at 0.0 kcal/mol. As for the charge: -1.

Atoms and positions in Å:
Cs -0.242 0.291 0.860
O -1.563 -4.418 5.087
C -2.427 -4.565 4.111
O -3.116 -5.559 3.985
C -2.529 -3.452 3.127
C -3.463 -3.445 2.118
N -3.241 -2.346 1.382
N -2.221 -1.617 1.851
C -1.769 -2.267 2.914
C -0.592 -1.717 3.699
O -0.374 -2.251 4.817
O 0.058 -0.793 3.175
H -1.091 -3.500 5.017
H -4.247 -4.150 1.897
H -3.804 -1.985 0.614
N 3.778 -0.905 -0.049
P 2.627 -1.707 -1.041
C 3.775 -2.855 -1.925
C 4.143 -2.521 -3.227
C 5.021 -3.320 -3.947
C 5.538 -4.472 -3.373
C 5.173 -4.820 -2.079
C 4.294 -4.020 -1.361
C 1.868 -2.890 0.133
C 2.021 -2.814 1.514
C 1.384 -3.728 2.348
C 0.595 -4.732 1.808
C 0.439 -4.818 0.427
C 1.064 -3.897 -0.398
C 3.819 0.473 0.136
C 4.982 1.082 0.622
C 4.981 2.450 0.799
C 3.840 3.178 0.488
C 2.737 2.489 0.021
N 2.719 1.161 -0.151
H 4.609 -1.403 0.228
H 3.730 -1.624 -3.679
H 5.296 -3.047 -4.959
H 6.217 -5.102 -3.934
H 5.568 -5.722 -1.628
H 3.996 -4.309 -0.359
H 2.609 -2.016 1.952
H 1.479 -3.630 3.422
H 0.085 -5.431 2.459
H -0.185 -5.591 -0.004
H 0.926 -3.962 -1.471
H 5.855 0.485 0.852
H 5.866 2.947 1.178
H 3.795 4.250 0.621
H 1.808 3.006 -0.193
C -3.648 1.494 2.827
N -4.437 0.642 1.963
C -4.527 0.724 0.623
S -5.440 -0.458 -0.226
N -3.894 1.759 0.060
C -3.916 2.033 -1.366
H -3.910 1.272 3.857
H -3.820 2.554 2.627
H -2.571 1.326 2.713
H -4.892 -0.157 2.367
H -3.308 2.371 0.624
H -4.508 1.264 -1.853
H -2.907 2.023 -1.778
H -4.366 3.011 -1.546
Cl -0.151 1.875 -2.050
C -0.090 2.920 -3.471
Cl -0.869 2.167 -4.882
H 0.950 3.097 -3.717
H -0.609 3.842 -3.246
C 0.244 -1.741 -4.342
N -0.319 -2.981 -3.822
C 0.558 -4.130 -4.013
C -1.214 -2.918 -2.788
S -1.532 -1.481 -1.995
N -1.808 -4.103 -2.458
C -2.576 -4.189 -1.229
C -2.281 -5.017 -3.492
H 0.729 -1.970 -5.291
H 0.971 -1.305 -3.648
H -0.545 -1.011 -4.502
H 1.593 -3.850 -3.790
H 0.515 -4.484 -5.046
H 0.276 -4.946 -3.354
H -2.022 -3.727 -0.418
H -2.734 -5.244 -0.998
H -3.544 -3.685 -1.326
H -1.923 -4.719 -4.472
H -3.375 -5.002 -3.512
H -1.957 -6.040 -3.288
C -1.117 6.061 4.007
Si -0.127 4.712 3.129
C 1.616 5.407 2.874
C 0.020 3.299 4.370
As -1.095 3.871 1.230
Si -0.786 5.607 -0.234
C -0.983 7.346 0.475
C 0.900 5.633 -1.110
C -2.076 5.468 -1.619
H -0.666 6.331 4.968
H -2.133 5.701 4.193
H -1.191 6.966 3.399
H 1.964 5.933 3.769
H 1.658 6.105 2.033
H 2.309 4.586 2.670
H 0.624 3.590 5.235
H 0.476 2.410 3.926
H -0.968 3.012 4.743
H -0.220 7.567 1.226
H -1.963 7.444 0.950
H -0.908 8.104 -0.313
H 1.709 5.792 -0.390
H 0.957 6.427 -1.863
H 1.091 4.678 -1.608
H -3.040 5.844 -1.265
H -2.238 4.428 -1.914
H -1.792 6.047 -2.505

=====

Number 1: E -16139.553 eV, largest force on an atom 7.66 eV/A. Number 2: E -10419.735 eV, largest force on an atom 0.78 eV/A. Number 3: E -11360.067 eV, largest force on an atom 1.38 eV/A. Number 4: E -13273.721 eV, largest force on an atom 7.27 eV/A. Number 5: E -58103.872 eV, largest force on an atom 2.10 eV/A. Number 6: E -68839.618 eV, largest force on an atom 3.38 eV/A. Number 7: E -84984.159 eV, largest force on an atom 0.23 eV/A. Number 8: E -192575.349 eV, largest force on an atom 1.21 eV/A.